Record 1
Molecular formula: C16H20N5O13
Method: DFT, ωB97M-V/def2-TZVPD

```
! wB97M-V def2-TZVPD RIJCOSX def2/J DEFGRID3
* xyz -3 1
N 0.412 0.572 1.019
O 0.706 -0.224 0.186
O -0.593 0.394 1.708
O 1.206 1.461 1.367
O 1.819 1.297 4.725
C 2.787 0.241 4.576
C 2.201 -1.145 3.971
O 1.006 -1.776 4.517
H 3.362 -0.018 5.465
H 3.490 0.710 3.887
H 3.001 -1.862 3.786
H 1.948 -0.926 2.934
C 1.583 -3.347 0.281
N 1.359 -4.742 0.210
O 0.365 -5.117 -0.465
O 2.106 -5.596 0.588
H 2.270 -2.989 1.048
H 0.639 -2.812 0.383
H 2.016 -3.096 -0.687
C -1.784 3.123 -0.162
N -0.691 4.148 -0.371
O -0.593 4.718 -1.446
O 0.044 4.401 0.557
H -1.264 2.194 -0.394
H -2.541 3.268 -0.933
H -2.180 3.052 0.851
C -5.638 -3.512 -0.959
C -5.576 -2.263 -1.501
C -4.860 -1.250 -0.827
C -4.412 -1.459 0.473
C -4.620 -2.697 1.032
C -5.173 -3.655 0.297
N -3.635 -0.456 1.276
O -3.483 0.714 0.837
O -3.198 -0.786 2.365
H -6.076 -4.383 -1.425
H -5.901 -2.117 -2.521
H -4.673 -0.319 -1.342
H -4.268 -3.036 1.995
H -5.317 -4.592 0.815
C 3.390 1.137 -4.107
C 3.188 0.677 -2.792
C 3.052 1.630 -1.720
C 2.947 2.979 -2.068
C 3.240 3.420 -3.393
C 3.396 2.492 -4.407
N 2.836 4.030 -1.055
O 3.262 3.874 0.074
O 2.252 5.079 -1.418
H 3.655 0.430 -4.879
H 3.077 -0.360 -2.512
H 2.969 1.295 -0.696
H 3.303 4.452 -3.704
H 3.586 2.747 -5.439
*
```

Computed properties:
Kohn-Sham gap (eV): 1.61
Molecular weight (Da): 490.4
LUMO level (eV): 5.713

---

Record 2
Molecular formula: C16H20N6O2Pm
Method: DFT, ωB97M-V/def2-TZVPD

```
! wB97M-V def2-TZVPD RIJCOSX def2/J DEFGRID3
* xyz 3 5
Pm 9.547 11.527 3.751
N 7.265 10.296 3.612
C 6.221 11.301 3.437
C 6.350 12.601 4.260
N 7.702 13.192 4.317
C 7.975 14.306 3.371
C 9.167 15.034 3.876
N 10.403 14.219 3.880
H 7.360 9.738 2.778
H 7.087 9.690 4.394
H 5.194 10.912 3.649
H 6.260 11.520 2.382
H 5.910 12.307 5.280
H 5.522 13.169 3.864
H 7.796 13.592 5.256
H 7.051 14.884 3.263
H 8.222 13.853 2.363
H 9.028 15.257 4.932
H 9.194 16.023 3.400
H 10.948 14.441 4.695
H 10.954 14.327 3.014
O 13.663 5.187 3.451
N 14.414 6.046 3.786
O 15.633 5.972 3.789
C 13.765 7.411 4.039
C 14.597 8.499 3.947
C 14.032 9.819 4.034
C 14.850 10.972 4.066
C 14.242 12.207 4.249
C 12.842 12.276 4.281
N 12.040 11.206 4.180
C 12.638 10.020 4.019
C 11.768 8.847 4.039
N 10.405 9.027 4.001
C 9.620 7.953 4.044
C 10.132 6.677 4.125
C 11.478 6.452 4.216
C 12.339 7.567 4.174
H 15.665 8.306 3.838
H 15.900 10.825 3.903
H 14.769 13.145 4.298
H 12.427 13.261 4.312
H 8.548 8.072 3.875
H 9.455 5.817 4.178
H 11.778 5.437 4.410
*
```

Computed properties:
Kohn-Sham gap (alpha / beta) (eV): 6.47 / 6.85
⟨S²⟩: 6.01
Molecular weight (Da): 473.4
LUMO level (alpha / beta) (eV): -11.539 / -11.155

---

Record 3
Molecular formula: C16H20NO3P
Method: DFT, ωB97M-V/def2-TZVPD

```
! wB97M-V def2-TZVPD RIJCOSX def2/J DEFGRID3
* xyz 0 1
C 0.375 2.493 -0.641
H -0.608 2.459 -0.791
O 0.879 1.281 -0.392
C 2.073 0.967 -0.039
C 3.060 1.765 -0.247
C 4.261 1.533 0.374
C 4.512 0.237 0.990
C 3.576 -0.567 0.774
C 2.264 -0.247 0.393
O 1.351 -1.253 0.586
P 0.556 -1.563 -0.742
O 1.266 -1.364 -2.081
N -0.960 -1.428 -1.035
C -1.813 -0.341 -0.135
C -2.063 -0.672 1.061
C -2.973 0.159 2.011
C -3.523 1.067 1.304
C -3.424 1.356 -0.027
C -2.430 0.699 -0.898
C -2.418 0.845 -2.200
H -2.952 1.700 -2.712
H -2.947 0.059 -2.711
H -1.348 1.001 -2.554
H -3.983 2.250 -0.443
H -4.217 2.052 1.567
H -2.977 0.045 2.931
C -1.420 -2.011 1.882
H -0.312 -1.570 1.884
H -1.881 -1.936 3.016
H -1.651 -2.782 1.425
H -1.043 -0.930 -1.960
C 0.499 -3.578 -0.510
H 1.539 -3.928 -0.595
H -0.230 -4.131 -1.062
H 0.250 -3.823 0.654
H 3.836 -1.378 1.308
H 5.628 0.125 0.973
H 5.094 2.384 0.516
H 2.822 2.970 -0.473
H 0.631 2.913 -1.597
H 0.702 3.143 0.197
*
```

Computed properties:
Kohn-Sham gap (eV): 9.15
Molecular weight (Da): 305.3
Relative energy (zero: lowest compared OMol25 entry of this formula, charge and spin) (kcal per mole): 318.4
LUMO level (eV): 0.506

---

Look up the molecular weight of the third one.
305.3 Da